1.
The following is a DFT calculation (ωB97M-V with the def2-TZVPD basis set) of a structure of composition C28H27N4O9S2Y.

Each line ends with the Mulliken charge.
CARTESIAN COORDINATES (ANGSTROEM)
Y (14.0209, 6.5656, 13.2611)  1.52
O (13.0256, 6.1957, 17.0772)  -0.69
S (12.5794, 7.3740, 16.3612)  1.40
O (12.5345, 8.6164, 17.0998)  -0.70
O (13.5491, 7.4574, 15.1122)  -0.34
C (11.0012, 7.2883, 15.4453)  -0.02
C (10.0843, 8.2983, 15.8137)  -0.19
C (8.7098, 8.1231, 15.6073)  -0.67
C (8.3228, 6.8989, 15.0630)  -0.61
C (9.2405, 6.0296, 14.4902)  -0.74
C (10.6121, 6.2124, 14.6456)  0.26
S (11.6176, 5.0787, 13.5644)  1.47
O (10.9126, 3.8410, 13.4273)  -0.64
O (12.8933, 4.8718, 14.2802)  -0.60
O (11.9088, 5.8867, 12.3000)  -0.64
H (10.4784, 9.2270, 16.2699)  0.47
H (7.9895, 8.9241, 15.8120)  0.40
H (7.2690, 6.6208, 15.0575)  0.38
H (8.9365, 5.1197, 13.9677)  0.48
C (7.8610, 4.7138, 7.7719)  -0.58
O (6.9689, 5.7782, 7.3750)  -0.48
C (7.4084, 7.0685, 7.5025)  0.37
C (7.6506, 7.6156, 8.7972)  -0.29
C (8.4119, 8.7500, 8.9141)  -0.50
C (9.0126, 9.3010, 7.7322)  0.25
C (8.4941, 8.9363, 6.4674)  -0.47
C (7.6357, 7.8567, 6.3606)  -0.46
N (10.2935, 9.7203, 7.7744)  -0.94
N (10.7003, 9.8804, 9.0118)  0.23
C (11.9677, 9.5336, 9.3147)  0.21
C (12.7140, 8.6768, 8.4745)  -0.62
C (13.6933, 7.9002, 9.0625)  -0.80
C (13.9065, 7.8751, 10.4818)  0.97
O (14.5041, 6.8496, 11.0155)  -0.86
C (13.2945, 8.8866, 11.3098)  0.17
N (13.5296, 8.8957, 12.6750)  -0.35
C (12.8730, 9.8056, 13.4152)  -0.06
C (11.9365, 10.7074, 12.8896)  -0.92
C (11.7945, 10.7693, 11.4878)  -0.61
C (12.3619, 9.7503, 10.7016)  0.55
H (8.0960, 4.0983, 6.8705)  0.25
H (7.3641, 4.1372, 8.5773)  0.24
H (8.8090, 5.1394, 8.1473)  0.28
H (7.3458, 7.0869, 9.6842)  0.45
H (8.6162, 9.1838, 9.8744)  0.47
H (8.7982, 9.4821, 5.5934)  0.40
H (7.2127, 7.5260, 5.4050)  0.42
H (12.3281, 8.5381, 7.4766)  0.47
H (14.2993, 7.1911, 8.4999)  0.41
H (13.1069, 9.8506, 14.4951)  0.49
H (11.2924, 11.2956, 13.5635)  0.40
H (11.2199, 11.5395, 10.9787)  0.48
O (16.1348, 6.7213, 13.7624)  -0.79
C (17.0509, 7.3265, 14.4290)  0.26
C (18.4408, 6.9319, 14.0699)  -0.44
C (19.5964, 7.2520, 15.0400)  -0.76
C (19.8196, 8.7442, 15.2392)  -0.53
C (18.8885, 9.2586, 16.2990)  -0.69
C (17.4398, 9.3643, 15.8611)  -0.53
N (16.7564, 8.1022, 15.5184)  0.07
H (18.6501, 7.3725, 13.0507)  0.25
H (18.4142, 5.8676, 13.8345)  0.45
H (20.4680, 6.8522, 14.5352)  0.33
H (19.5108, 6.6762, 15.9932)  0.28
H (19.7189, 9.3252, 14.3020)  0.32
H (20.8448, 8.9201, 15.6053)  0.29
H (19.1829, 10.2519, 16.6323)  0.36
H (18.9433, 8.6370, 17.2235)  0.29
H (17.3649, 10.0848, 14.9532)  0.28
H (16.8660, 9.8484, 16.6704)  0.39
H (15.7516, 8.1791, 15.7296)  0.07

The calculation puts the molecular weight at 716.6 g/mol. As for the total charge: 0. Its HOMO energy (alpha / beta) is -6.7 / -6.5 eV. As for the energy above the lowest of the compared OMol25 structures with the same formula, charge and spin: 2.7051 eV. The total energy comes out at -2814.15755 a.u. As for the HOMO-LUMO gap (alpha / beta): 6.0 / 5.7 eV.

=====

2.
The following is a DFT calculation (ωB97M-V with the def2-TZVPD basis set) of a structure of composition C19H21IN2Zn.

Each line ends with the natural charge from an NBO analysis.
CARTESIAN COORDINATES (ANGSTROEM)
C (0.6695, 2.0246, 1.4896)  -1.34
C (0.1943, 4.3101, -0.8153)  -0.73
H (-0.0007, 2.5092, 2.2095)  0.19
H (1.1336, 2.8091, 0.8953)  0.18
H (1.4995, 1.5658, 2.0637)  0.19
H (-0.0115, 4.4601, -1.8785)  0.22
H (0.3729, 5.2648, -0.3155)  0.23
H (1.0311, 3.6225, -0.6952)  0.23
C (-1.4415, -1.1044, 3.0167)  0.07
C (-2.3778, -1.9148, 3.6599)  -0.24
C (-3.3887, -2.5050, 2.8966)  -0.15
C (-3.4725, -2.2355, 1.5304)  -0.22
H (-0.6208, -0.6245, 3.5534)  0.23
H (-2.2840, -2.0644, 4.7323)  0.23
H (-4.1154, -3.1568, 3.3715)  0.23
H (-4.2619, -2.6521, 0.9053)  0.22
N (-1.5050, -0.8619, 1.6944)  -0.55
C (-2.5182, -1.3855, 0.9468)  0.18
C (-2.5765, -0.9582, -0.4704)  0.15
N (-1.6262, -0.0756, -0.8691)  -0.52
C (-1.6381, 0.4324, -2.1106)  0.08
C (-3.5712, -0.8792, -2.6771)  -0.16
C (-2.6000, 0.0516, -3.0476)  -0.24
H (-0.8708, 1.1784, -2.3369)  0.22
H (-2.5569, 0.4930, -4.0365)  0.23
C (-3.5621, -1.3850, -1.3788)  -0.21
H (-4.3038, -2.0977, -1.0374)  0.22
H (-4.3196, -1.2058, -3.3965)  0.23
Zn (-0.0900, 0.2310, 0.6437)  1.52
I (-1.6004, 3.4826, -0.0045)  0.08
C (1.2692, -0.9917, -0.2987)  -1.09
C (2.6882, -0.6421, -0.4565)  -0.02
C (3.5975, -1.6232, -0.9130)  -0.23
C (4.9498, -1.3373, -1.0754)  -0.22
C (5.4462, -0.0652, -0.7706)  -0.25
C (4.5585, 0.9237, -0.3270)  -0.22
C (3.1972, 0.6516, -0.2031)  -0.18
H (1.1541, -1.9615, 0.2089)  0.20
H (0.7620, -1.0455, -1.2766)  0.20
H (3.2177, -2.6211, -1.1427)  0.20
H (5.6217, -2.1089, -1.4491)  0.20
H (6.5076, 0.1488, -0.8755)  0.20
H (4.9372, 1.9176, -0.0847)  0.20
H (2.5060, 1.4260, 0.1249)  0.21

The calculation puts the molecular weight at 469.7 g/mol. As for the total charge: 0. Its HOMO energy is -6.7 eV. As for the energy above the lowest of the compared OMol25 structures with the same formula, charge and spin: 1.0664 eV. The total energy comes out at -2923.08314 a.u. As for the HOMO-LUMO gap: 5.9 eV.

=====

3.
The following is a DFT calculation (ωB97M-V with the def2-TZVPD basis set) of a cluster of 2 separate species, CH2O2PS3 in total.

Each line ends with the natural charge from an NBO analysis.
CARTESIAN COORDINATES (ANGSTROEM)
C (0.3467, 0.9636, -0.0322)  -0.61
O (0.4687, -2.3746, -3.3595)  -1.10
O (-0.9597, -2.5038, -1.2484)  -1.11
P (0.3336, -2.6013, -1.9248)  1.98
S (-0.1459, 0.3843, -1.5545)  0.19
S (1.7682, -3.4308, -0.9213)  -0.75
S (0.7527, -0.0030, 1.1847)  0.20
H (-0.5936, 1.4761, -2.0084)  0.09
H (1.0033, -1.2732, 0.6531)  0.11

The calculation puts the molecular weight at 173.2 g/mol. As for the total charge: -1. Its HOMO energy is -4.6 eV. As for the energy above the lowest of the compared OMol25 structures with the same formula, charge and spin: 0.2788 eV. The total energy comes out at -1725.77338 a.u. As for the HOMO-LUMO gap: 7.8 eV.

=====

4.
The following is a DFT calculation (ωB97M-V with the def2-TZVPD basis set) of an isolated molecule of C5H6O.

Each line ends with the natural charge from an NBO analysis.
CARTESIAN COORDINATES (ANGSTROEM)
C (-0.9985, 0.8501, -2.0465)  -0.24
C (-0.4245, 1.0251, -1.0030)  0.00
C (0.2297, 1.1394, 0.3016)  -0.59
C (0.0251, -0.1424, 1.1156)  0.62
C (0.4386, -1.4394, 0.4551)  -0.73
O (-0.4527, -0.1022, 2.2249)  -0.52
H (-1.5167, 0.6995, -2.9676)  0.24
H (1.3090, 1.2969, 0.1678)  0.25
H (-0.1682, 1.9781, 0.8797)  0.26
H (0.8039, -2.1312, 1.2166)  0.24
H (1.1938, -1.2867, -0.3212)  0.22
H (-0.4396, -1.8872, -0.0230)  0.25

The calculation puts the molecular weight at 82.1 g/mol. As for the total charge: 0. Its HOMO energy is -9.7 eV. Its SMILES is C#CCC(C)=O. As for the energy above the lowest of the compared OMol25 structures with the same formula, charge and spin: 1.5566 eV. The total energy comes out at -269.28903 a.u. As for the HOMO-LUMO gap: 10.6 eV.

=====

5.
The following is a DFT calculation (ωB97M-V with the def2-TZVPD basis set) of a structure of composition C28H27NNaP2.

Each line ends with the natural charge from an NBO analysis.
CARTESIAN COORDINATES (ANGSTROEM)
Na (-0.4813, 1.0117, -3.1818)  0.94
C (-0.4498, 1.3896, 1.2234)  -1.00
P (-0.5443, 0.8808, -0.5545)  0.71
C (1.0034, -0.0704, -0.8170)  -0.40
C (1.2136, -1.4459, -0.7129)  -0.21
C (2.4843, -1.9758, -0.8898)  -0.18
C (3.5637, -1.1475, -1.1596)  -0.19
C (3.3744, 0.2238, -1.2596)  -0.22
C (2.1016, 0.7541, -1.1034)  -0.17
C (-1.9978, -0.2268, -0.6457)  -0.27
C (-3.1851, 0.3533, -0.1772)  -0.24
C (-4.3814, -0.3390, -0.2253)  -0.18
C (-4.4227, -1.6155, -0.7763)  -0.20
C (-3.2674, -2.1794, -1.2878)  -0.20
C (-2.0592, -1.4911, -1.2270)  -0.27
P (-0.7711, 0.0735, 2.5161)  0.81
C (0.8591, -0.7594, 2.5914)  -0.27
C (0.8454, -2.1415, 2.7697)  -0.22
C (2.0336, -2.8589, 2.8577)  -0.22
C (3.2476, -2.1965, 2.7565)  -0.20
C (3.2727, -0.8177, 2.5751)  -0.20
C (2.0871, -0.1037, 2.4984)  -0.24
C (-0.7320, 1.1725, 3.9935)  -0.24
C (0.1745, 1.0261, 5.0409)  -0.24
C (0.0973, 1.8472, 6.1603)  -0.20
C (-0.8852, 2.8206, 6.2512)  -0.20
C (-1.8095, 2.9595, 5.2238)  -0.20
C (-1.7391, 2.1344, 4.1123)  -0.25
H (-1.2110, 2.1560, 1.3684)  0.26
H (0.5130, 1.8760, 1.3714)  0.25
H (0.4040, -2.1089, -0.4491)  0.23
H (2.6327, -3.0446, -0.7957)  0.23
H (4.5524, -1.5696, -1.2857)  0.23
H (4.2121, 0.8782, -1.4631)  0.23
H (1.9524, 1.8270, -1.1798)  0.21
H (-3.1619, 1.3543, 0.2413)  0.21
H (-5.2846, 0.1170, 0.1592)  0.23
H (-5.3558, -2.1621, -0.8126)  0.23
H (-3.2988, -3.1670, -1.7311)  0.22
H (-1.1759, -1.9541, -1.6402)  0.21
H (-0.1081, -2.6537, 2.8451)  0.22
H (2.0099, -3.9314, 3.0070)  0.22
H (4.1759, -2.7506, 2.8251)  0.22
H (4.2213, -0.2987, 2.5042)  0.22
H (2.1237, 0.9739, 2.3806)  0.21
H (0.9451, 0.2678, 4.9933)  0.22
H (0.8110, 1.7221, 6.9658)  0.22
H (-0.9391, 3.4613, 7.1224)  0.22
H (-2.5940, 3.7032, 5.2958)  0.22
H (-2.4909, 2.2302, 3.3343)  0.20
C (-0.0005, -0.0706, -8.6345)  -0.59
C (-0.5098, 1.2354, -8.0036)  -0.53
C (-0.5123, 1.1697, -6.5446)  0.44
N (-0.5036, 1.0969, -5.3999)  -0.51
H (-0.0160, 0.0265, -9.7182)  0.24
H (-0.6337, -0.9111, -8.3548)  0.22
H (1.0210, -0.2818, -8.3220)  0.22
H (-1.5263, 1.4527, -8.3315)  0.27
H (0.1155, 2.0778, -8.2996)  0.27

The calculation puts the molecular weight at 462.5 g/mol. As for the total charge: +1. Its HOMO energy is -10.4 eV. The total energy comes out at -1982.77788 a.u. As for the HOMO-LUMO gap: 7.9 eV.